w | A gas-phase ion, C9H12N3 (charge +1), computed with ωB97M-V with the def2-TZVPD basis set.

## Properties
**SMILES**: CC(=[NH2+])/C=C\C=C/n1ccnc1
**HOMO**: -12.253 eV
**Total charge**: +1

Cartesian coordinates (Å):
H  -0.97  -0.40  1.61
H  1.07  -0.81  -2.16
H  -1.31  2.47  -1.15
C  2.02  0.99  -1.08
C  1.28  -0.19  -1.29
H  -0.99  -3.29  0.21
N  1.31  -0.81  -0.13
C  -1.49  -1.29  -0.76
C  -1.20  1.02  0.26
H  0.11  1.03  2.04
C  2.13  -0.09  0.79
C  -1.50  0.10  -0.71
H  -0.96  3.06  0.49
C  0.61  -1.96  0.31
C  -0.65  -2.22  0.04
H  -1.95  -1.72  -1.60
H  -2.05  0.54  -1.49
C  -0.87  0.69  1.63
H  2.28  -0.37  1.77
H  1.29  -2.71  0.72
H  2.36  1.67  -1.87
N  2.46  1.03  0.16
H  -1.65  0.95  2.33
N  -1.31  2.32  -0.13

=====

x | A gas-phase ion, C9H12N3 (charge +1), computed with ωB97M-V with the def2-TZVPD basis set.

## Properties
**HOMO**: -13.149 eV
**Total charge**: +1

Cartesian coordinates (Å):
C  -3.30  0.13  -0.17
H  0.86  -0.58  -1.58
C  -0.62  -0.49  0.26
H  3.41  -1.41  -0.23
H  1.04  -1.43  1.26
C  0.13  1.71  -0.34
C  2.81  -0.62  -0.62
H  -1.34  -2.49  0.81
H  0.10  2.63  0.21
N  2.73  0.68  0.10
N  1.49  -1.05  -0.83
H  3.36  0.85  0.79
H  1.46  1.02  1.70
N  1.54  0.64  0.69
H  3.31  -0.44  -1.49
H  -2.68  2.09  -0.50
C  -0.96  0.76  -0.14
H  -4.31  0.45  -0.19
C  -2.92  -1.15  0.37
C  -2.27  1.07  -0.34
H  0.69  1.60  -1.25
C  -1.57  -1.55  0.44
C  0.87  -0.71  0.43
H  -3.84  -1.72  0.61

=====

Most favorable first, least favorable last: w, x

=====

w | 12 unconnected molecules or ions with the total composition C36H102N6O18, computed with ωB97M-V with the def2-TZVPD basis set.

## Properties
**SMILES**: COC[C@H](C)N.COC[C@H](C)N.COC[C@H](C)N.COC[C@H](C)N.COC[C@H](C)N.COC[C@H](C)N.OCCO.OCCO.OCCO.OCCO.OCCO.OCCO
**HOMO**: -9.001 eV

Cartesian coordinates (Å):
H  26.24  -4.85  7.28
H  25.97  -2.17  2.76
H  33.06  -4.20  -4.94
O  21.43  -3.09  1.92
H  27.00  -8.53  1.44
H  24.94  -2.02  6.71
H  24.18  0.09  -2.46
O  29.85  -8.47  0.89
H  23.74  -1.61  4.66
H  26.17  0.39  2.48
C  30.20  -0.43  4.45
H  20.61  -1.35  2.60
O  33.78  -3.22  2.49
C  24.41  -4.01  -1.56
H  28.91  3.06  -1.92
H  27.07  3.65  -5.02
H  33.18  -4.99  -3.37
H  33.11  -0.78  3.83
H  24.46  -2.06  9.05
H  23.64  2.36  -1.56
C  24.05  -3.07  9.04
C  24.45  -3.00  6.57
H  25.04  3.77  3.63
H  27.39  3.84  -3.31
H  30.05  3.48  -0.73
N  23.55  0.91  2.43
C  28.60  -2.33  1.10
C  24.79  0.56  -1.67
H  23.63  3.28  5.71
H  27.94  1.35  -0.39
O  23.89  -3.75  -2.86
H  28.59  -1.71  2.01
C  24.68  2.06  -1.75
H  29.95  -1.44  4.08
H  32.29  -1.82  1.87
H  23.84  -0.64  -0.50
H  28.48  -0.77  -6.74
H  30.63  -2.52  0.85
H  28.57  -9.68  -0.31
H  22.46  -2.11  -0.17
H  29.72  2.30  1.62
H  31.11  -6.44  -0.49
H  24.98  2.42  -2.72
H  24.42  1.30  4.24
H  23.67  0.91  1.43
H  29.83  -3.88  0.65
H  26.66  1.78  3.54
H  28.14  0.22  4.36
O  23.11  -2.82  6.22
O  29.47  1.58  1.03
H  29.34  1.37  -5.16
H  21.76  -4.18  -1.28
N  30.66  -3.17  -4.78
H  29.27  1.22  5.36
H  28.00  -1.67  -3.19
H  24.01  -5.14  0.22
H  22.61  1.06  2.76
H  31.30  -2.86  -5.49
H  26.14  2.02  1.92
H  28.34  -1.36  6.01
H  24.72  -3.24  2.11
C  25.95  1.40  2.81
H  26.65  -6.15  1.70
C  28.90  -7.47  1.22
C  21.34  -1.69  1.86
H  33.51  -2.28  0.77
C  24.51  1.69  3.22
C  34.14  -0.80  2.17
C  26.96  -6.76  2.56
H  21.06  0.04  0.64
C  31.11  -6.00  -1.49
O  22.98  3.52  3.75
C  28.71  -1.44  -0.12
H  28.46  -2.00  -5.72
H  27.95  2.88  0.34
C  28.37  -0.67  -3.43
H  28.68  -8.26  3.83
H  23.87  -4.72  7.74
H  21.97  -1.92  4.80
O  22.25  -4.25  -0.46
H  20.00  -1.30  0.17
C  27.96  -0.23  -4.83
H  29.44  -6.76  1.84
H  30.83  -2.84  -2.25
H  26.88  -0.40  -4.93
C  32.76  -4.13  -3.89
C  27.76  3.36  -4.22
H  29.49  -8.47  -1.17
H  23.03  -3.18  4.17
H  33.11  -3.20  -3.44
H  25.80  0.23  -1.93
H  33.62  -3.14  3.43
H  25.37  -4.53  -1.66
O  26.24  -2.72  0.76
H  29.63  -0.88  -0.17
H  28.59  -2.09  -1.01
C  27.48  -3.33  1.09
C  22.96  -2.36  4.89
O  21.93  -1.39  -0.52
H  22.31  -1.25  2.16
O  28.58  -0.47  6.25
O  25.47  2.68  -0.74
C  31.23  -4.17  -3.87
O  31.21  -0.55  5.45
H  35.22  -1.00  2.10
C  28.63  2.09  0.00
H  30.26  -2.38  -4.29
H  23.29  -5.82  -1.22
H  30.29  -9.89  -0.50
C  29.50  2.61  -1.12
N  29.89  -3.08  1.27
C  24.23  3.16  3.19
O  31.31  -4.60  -1.43
H  24.13  3.47  2.14
C  33.37  -2.04  1.83
C  30.67  -3.90  -2.48
O  30.37  1.62  -1.63
H  24.51  -3.05  -1.06
H  29.59  -4.13  -2.45
H  27.55  -6.14  3.24
H  27.35  -3.90  2.01
O  27.80  1.99  -3.96
H  25.34  2.18  0.08
N  28.74  -1.03  -5.79
N  25.92  -4.23  8.02
C  28.25  1.23  -5.05
H  27.83  -0.81  -0.26
H  21.67  -3.54  1.09
C  25.42  -2.42  1.85
C  23.51  -4.87  -0.71
H  28.63  -9.63  2.90
H  27.99  0.05  -2.71
C  22.76  3.08  5.06
C  21.00  -1.05  0.54
H  28.51  -6.95  0.33
H  22.59  2.00  5.13
H  30.89  -5.16  -4.20
H  26.06  -7.08  3.09
H  30.58  1.08  -0.86
C  24.53  -3.84  7.81
C  29.53  -9.14  -0.29
H  31.94  -6.49  -2.03
H  24.03  -4.51  -3.43
H  33.95  -0.06  1.37
H  26.04  -4.75  8.88
N  28.13  -8.80  3.18
H  21.89  3.63  5.42
H  29.46  -0.58  -3.32
H  24.79  -1.56  1.62
O  24.44  0.10  -0.37
H  30.18  -6.21  -2.03
C  27.72  -7.98  2.06
H  22.96  -2.94  8.94
H  30.76  -0.45  6.29
H  24.99  -3.53  5.77
H  27.70  -4.07  0.31
H  24.22  -3.60  9.97
H  27.81  1.55  -6.01
H  28.75  3.77  -4.45
O  33.76  -0.21  3.39
C  28.98  0.22  5.06
H  30.55  0.18  3.61

=====

x | 12 unconnected molecules or ions with the total composition C36H102N6O18, computed with ωB97M-V with the def2-TZVPD basis set.

## Properties
**SMILES**: COC[C@H](C)N.COC[C@H](C)N.COC[C@H](C)N.COC[C@H](C)N.COC[C@H](C)N.COC[C@H](C)N.OCCO.OCCO.OCCO.OCCO.OCCO.OCCO
**HOMO**: -8.881 eV

Cartesian coordinates (Å):
C  -2.64  -5.69  2.13
C  7.34  -1.13  2.99
C  -3.75  3.57  -3.76
H  -3.54  -5.46  1.51
H  4.63  -1.88  2.41
C  5.20  1.18  0.71
H  5.01  2.88  -3.63
H  -2.63  -1.29  -3.41
H  -3.08  -3.34  1.31
H  -2.90  -5.78  3.17
C  3.56  4.28  -4.45
H  -0.76  -3.45  -0.53
H  2.26  2.69  -0.97
C  -5.09  1.58  1.23
C  -0.56  -3.88  -1.54
H  4.49  -0.87  0.15
C  0.04  6.70  -3.65
H  -0.71  2.31  0.10
C  -3.93  3.43  2.54
H  1.53  -0.94  7.49
H  -3.20  -1.00  2.48
C  2.44  -0.38  5.59
H  2.12  2.92  -5.43
H  2.73  4.88  -4.17
N  4.66  5.25  -4.83
H  -2.75  -1.06  4.23
H  0.76  -4.88  2.34
H  -3.37  2.68  3.18
H  -2.29  4.05  -5.11
O  0.34  -1.89  -5.65
H  2.77  4.16  -6.46
C  -0.02  -0.56  -5.32
H  2.74  -0.94  4.70
H  0.81  6.72  -2.88
H  2.16  -1.27  -0.64
H  0.16  7.51  -4.39
C  -0.74  0.37  -0.70
H  -4.93  -1.10  -3.89
N  0.82  -2.32  6.02
H  1.06  -6.66  3.88
C  1.95  -2.35  -0.60
H  -1.47  1.03  1.25
H  4.48  4.04  -2.39
H  -4.75  0.41  -2.88
H  2.82  -0.79  1.84
O  -1.50  5.91  -1.92
H  4.81  1.74  -0.13
O  1.58  -2.81  -1.89
C  3.05  -2.34  7.04
C  1.58  1.58  4.49
H  5.47  4.69  -5.17
H  4.35  5.94  -5.52
H  0.97  -5.18  4.82
H  5.08  -0.38  3.06
H  -0.14  -2.08  -6.45
H  1.75  1.34  3.44
H  3.45  -2.86  6.21
H  0.18  -1.58  5.69
H  1.16  0.66  0.78
H  -7.28  0.07  1.64
H  2.22  -5.74  2.01
C  -1.17  -5.28  -1.52
C  -2.18  -3.43  1.90
H  -1.59  -0.83  2.85
H  -0.11  4.76  -3.78
C  0.95  -4.09  -1.75
H  3.35  -4.18  3.46
N  -4.97  3.78  0.25
H  -3.71  4.57  -3.34
C  -2.23  -2.80  3.28
H  2.89  -2.81  -0.17
C  2.07  2.95  -2.03
H  -0.99  -3.45  -3.52
H  -1.22  -0.62  -0.53
H  -1.37  5.04  -2.29
O  -1.30  3.33  -3.47
H  2.81  -6.19  5.53
O  2.91  -5.87  4.62
O  -1.56  1.06  -1.63
C  1.91  -1.46  6.59
C  1.61  -5.73  4.08
H  -0.92  -4.15  3.98
H  2.46  2.10  4.87
H  -4.58  0.84  1.88
C  -4.24  2.84  1.11
C  4.12  3.43  -3.26
H  0.69  2.24  4.39
H  1.16  -2.87  5.27
C  1.00  0.02  -4.42
C  -2.41  3.25  -4.36
O  0.54  1.22  1.28
H  0.05  0.04  -6.20
H  4.90  1.83  1.59
H  2.69  -3.11  7.67
H  -1.37  7.81  -2.46
C  -0.65  1.29  0.55
H  -0.68  -5.89  -0.76
C  -1.28  6.82  -2.95
H  -5.64  -1.32  -1.40
N  -1.09  -3.00  -2.57
C  3.04  3.46  -5.64
H  -3.32  2.55  0.70
O  1.05  -0.53  -3.16
O  6.55  -1.16  1.86
O  -4.20  -2.68  -1.84
H  8.35  -1.31  2.64
C  -7.47  1.10  1.39
H  1.09  -4.65  -2.69
C  5.22  -0.94  2.13
H  -1.37  2.59  -2.81
H  -4.55  4.71  0.19
O  -6.34  1.88  1.78
H  1.85  4.02  -2.13
C  -4.62  -1.30  -1.73
H  -4.78  3.67  3.16
N  -0.94  -3.13  3.94
H  -4.05  -0.63  -1.02
H  1.20  -2.51  0.17
H  -8.35  1.57  1.89
H  -1.96  0.46  -2.26
H  -4.38  3.11  -1.85
C  -4.41  -0.62  -3.00
O  2.63  -3.88  2.91
H  0.87  1.11  -4.26
C  4.48  -0.17  0.99
H  7.01  -1.89  3.65
H  1.17  2.44  -2.46
H  6.30  1.18  0.71
C  -2.43  -1.33  3.19
H  2.96  0.85  1.91
O  1.35  0.47  5.20
O  0.18  5.50  -4.37
C  1.77  -5.08  2.73
O  -1.71  -4.74  1.81
O  3.18  2.49  -2.79
H  -1.40  -2.79  1.37
O  -3.82  2.67  -2.58
H  -5.92  3.80  0.66
H  -2.23  -5.27  -1.27
H  -2.03  6.78  -3.75
O  -3.04  -0.45  -3.33
H  -0.15  -2.93  3.33
H  -3.36  4.32  2.48
H  3.76  2.74  -5.96
H  -4.59  3.43  -4.46
H  -2.24  -6.60  1.78
H  1.46  -4.69  -0.98
H  -1.10  -5.67  -2.52
H  3.77  -1.70  7.59
H  -1.00  -0.51  -4.92
H  3.31  0.18  5.91
N  3.09  0.02  1.28
H  -0.56  -2.14  -2.59
H  0.23  0.27  -1.09
H  -5.25  1.12  0.20
H  -3.20  -2.73  -1.88
H  1.95  0.02  -4.93
H  -2.97  -3.16  3.96
H  7.37  -0.21  3.56
H  -7.73  1.18  0.32
H  1.36  -1.43  -3.25
H  -2.42  2.26  -4.76

=====

Most favorable first, least favorable last: w, x

=====

w | A single C3H5NOS2 molecule, computed with ωB97M-V with the def2-TZVPD basis set.

## Properties
**SMILES**: O/N=C(\C=S)CS
**HOMO**: -8.723 eV

Cartesian coordinates (Å):
H  1.92  1.21  -0.46
C  -0.72  -0.83  0.87
H  3.05  -1.74  -0.47
C  0.55  -0.29  0.36
H  -1.28  -1.12  -1.42
S  -2.05  -0.90  -0.35
H  -0.62  -1.77  1.32
S  -0.16  2.22  -0.02
O  2.52  -0.97  -0.34
C  0.89  1.02  -0.03
N  1.30  -1.31  0.12
H  -1.20  -0.09  1.55

=====

x | A single C3H5NOS2 molecule, computed with ωB97M-V with the def2-TZVPD basis set.

## Properties
**SMILES**: S=COC/C=N\S
**HOMO**: -8.941 eV

Cartesian coordinates (Å):
C  0.98  -1.13  1.72
N  0.08  1.36  -1.45
S  2.11  -1.60  0.51
H  -0.98  1.51  -3.31
O  -0.32  -0.71  1.61
C  -0.65  -0.23  0.30
H  0.95  -1.30  2.76
C  0.31  0.82  -0.30
H  -0.90  -1.16  -0.30
H  1.15  1.44  0.21
S  -1.15  0.67  -2.34
H  -1.57  0.33  0.59

=====

Most favorable first, least favorable last: x, w

=====

w | A single C3H5NOS2 molecule, computed with ωB97M-V with the def2-TZVPD basis set.

## Properties
**SMILES**: CSC(=S)NC=O
**HOMO**: -9.148 eV

Cartesian coordinates (Å):
H  1.64  1.46  -0.01
S  -0.72  -1.26  0.00
C  -0.13  0.41  0.00
C  -2.49  -1.03  0.00
H  -2.82  -0.49  -0.86
S  -1.07  1.74  0.00
H  -2.82  -0.44  0.89
C  2.23  -0.48  0.00
N  1.25  0.51  0.01
H  -2.92  -2.02  0.00
O  3.40  -0.22  0.00
H  1.82  -1.49  0.00

=====

x | 2 unconnected molecules or ions with the total composition C3H5NOS2, computed with ωB97M-V with the def2-TZVPD basis set.

## Properties
**SMILES**: O=C=NS.C=CS
**HOMO**: -8.640 eV

Cartesian coordinates (Å):
S  -1.08  -1.97  -0.40
S  -0.84  2.19  1.23
O  -2.92  0.72  -1.80
H  0.36  -0.84  -1.86
C  0.18  -0.81  -0.81
N  -1.75  1.81  -0.14
C  0.88  -0.03  0.04
C  -2.28  1.08  -0.88
H  -0.78  -1.53  0.87
H  1.68  0.52  -0.32
H  -0.06  3.07  0.79
H  0.78  -0.11  1.14

=====

Most favorable first, least favorable last: w, x